A structure of composition C5H9NO. Source: the OMol25 dataset; level of theory: ωB97M-V with the def2-TZVPD basis set.

```
16
C5H9NO (ωB97M-V with the def2-TZVPD basis set)
C -1.629 -1.437 -0.206
C -0.326 -0.016 -0.828
C -0.673 1.366 -0.381
C 0.822 1.460 0.063
C 0.879 -0.056 -0.069
N 1.559 -1.015 0.427
O 2.668 -0.510 1.119
H -2.584 -0.947 -0.091
H -1.251 -1.691 0.767
H -1.822 -2.391 -0.704
H -0.888 -0.803 -1.429
H -1.041 2.059 -1.141
H -1.336 1.383 0.490
H 1.009 1.829 1.072
H 1.462 1.987 -0.651
H 3.051 -1.317 1.492
```

The value obtained for the LUMO energy is 0.8 eV. For the maximum force, the calculation gives 4.9 eV Å⁻¹. Its electronic energy is -8862.84505 eV. The relative energy (zero: lowest compared OMol25 entry of this formula, charge and spin) is 614.4 kJ/mol.

Here are the Löwdin charges for atoms 1 to 8, given in e: 0.0092, -0.1470, -0.1508, -0.0791, -0.3397, 0.0348, -0.0760, 0.0389

---

A structure of composition C18H32NPSiSn. Source: the OMol25 dataset; level of theory: ωB97M-V with the def2-TZVPD basis set.

```
54
C18H32NPSiSn (ωB97M-V with the def2-TZVPD basis set)
C 0.473 3.219 -3.670
C -0.799 2.767 -3.352
C -0.995 1.800 -2.344
C 0.084 1.345 -1.575
C 1.367 1.778 -1.946
C 1.566 2.733 -2.956
C -2.405 1.331 -2.129
C -2.604 -0.159 -1.840
N -2.690 -1.032 -2.971
Sn -0.035 -0.106 0.092
C 2.582 1.132 -1.312
P 2.191 -0.643 -1.021
H -1.660 3.140 -3.908
H 2.579 3.049 -3.220
H 0.622 3.931 -4.484
H 2.851 1.590 -0.344
H 3.464 1.160 -1.974
H -2.844 1.859 -1.263
H -3.019 1.577 -3.012
H -1.783 -0.555 -1.187
C 3.481 -1.452 -0.081
C 2.128 -1.347 -2.697
H -3.524 -0.293 -1.243
C -1.551 -1.109 -3.860
C -3.252 -2.334 -2.660
H 0.729 -1.186 2.287
H -1.840 -1.704 -4.736
H -1.241 -0.110 -4.187
H -0.682 -1.603 -3.386
H -3.465 -2.871 -3.593
H -2.560 -2.947 -2.055
H -4.179 -2.200 -2.090
H 3.140 -1.331 -3.131
H 1.778 -2.388 -2.629
H 1.448 -0.791 -3.360
H 4.435 -1.388 -0.612
H 3.579 -0.998 0.912
H 3.203 -2.510 0.038
H -0.610 -1.777 -0.071
C -1.586 0.886 5.848
Si -0.014 0.095 5.208
C 1.553 0.900 5.856
C 0.001 -1.739 5.724
C -0.024 0.483 3.354
C 0.217 -0.182 2.285
H -1.664 0.913 6.945
H -2.466 0.361 5.453
H -1.614 1.914 5.466
H 1.628 0.928 6.953
H 2.445 0.388 5.468
H 1.576 1.930 5.478
H -0.885 -2.293 5.363
H 0.880 -2.287 5.355
H -0.006 -1.872 6.818
```

The value obtained for the LUMO energy (alpha / beta) is 0.3 / 0.3 eV. For the maximum force, the calculation gives 2.8 eV Å⁻¹. Its electronic energy is -43668.34750 eV.

Here are the Löwdin charges for atoms 1 to 8, given in e: -0.0790, -0.0502, -0.2694, -0.2434, -0.3392, -0.0532, -0.1411, -0.2611

---

A cluster of 2 separate species, C24H24BN2O5 in total. Source: the OMol25 dataset; level of theory: ωB97M-V with the def2-TZVPD basis set.

```
56
C24H24BN2O5 (ωB97M-V with the def2-TZVPD basis set)
C -6.923 0.055 2.221
C -5.709 -0.729 2.323
C -5.521 -2.085 2.456
C -4.112 -2.268 2.567
C -3.517 -1.029 2.518
B -1.986 -0.621 2.583
N -1.406 -0.298 1.077
C -1.960 -1.071 -0.045
C -1.627 1.167 1.009
C -1.199 1.575 2.413
O -0.485 2.502 2.742
O -1.675 0.638 3.295
C 0.040 -0.674 1.286
C 0.009 -1.770 2.339
O 0.906 -2.571 2.536
O -1.132 -1.742 3.053
O -4.505 -0.076 2.367
H -7.761 -0.643 2.137
H -7.066 0.677 3.113
H -6.911 0.702 1.340
H -6.285 -2.857 2.480
H -3.589 -3.218 2.663
H -1.273 -1.000 -0.900
H -2.062 -2.121 0.247
H -2.945 -0.670 -0.319
H -1.047 1.637 0.206
H -2.699 1.388 0.866
H 0.512 -1.011 0.349
H 0.627 0.188 1.648
C 3.341 -0.774 2.692
C 2.748 0.431 3.275
N 2.946 1.637 2.735
C 3.124 2.844 3.452
C 3.397 3.008 4.799
C 3.787 4.295 5.230
C 3.862 5.372 4.326
C 3.598 5.181 2.964
C 3.260 3.900 2.521
C 3.141 3.333 1.204
C 2.983 1.930 1.342
C 2.902 1.090 0.241
C 2.975 1.673 -1.039
C 3.136 3.061 -1.185
C 3.223 3.900 -0.068
H 3.649 -1.397 3.543
H 2.617 -1.393 2.138
H 4.233 -0.583 2.072
H 2.476 0.437 4.333
H 3.312 2.163 5.483
H 4.036 4.473 6.278
H 4.151 6.367 4.686
H 3.675 5.983 2.232
H 2.785 0.014 0.370
H 2.906 1.035 -1.920
H 3.206 3.480 -2.191
H 3.371 4.973 -0.150
```

The value obtained for the LUMO energy is -5.1 eV. For the maximum force, the calculation gives 3.1 eV Å⁻¹. Its electronic energy is -39167.74854 eV. The relative energy (zero: lowest compared OMol25 entry of this formula, charge and spin) is 0.0 kJ/mol. Its charge is +1.

Here are the Löwdin charges for atoms 1 to 8, given in e: -0.0183, -0.3306, -0.0072, -0.0171, -0.1229, -0.6853, -0.1457, 0.0343

---

A structure of composition C31H23Cl2N6O5S2Ti. Source: the OMol25 dataset; level of theory: ωB97M-V with the def2-TZVPD basis set.

```
70
C31H23Cl2N6O5S2Ti (ωB97M-V with the def2-TZVPD basis set)
Ti -0.003 -0.295 0.483
O -0.380 3.600 -0.714
C -0.259 2.563 -0.103
O -0.057 1.375 -0.605
C -0.382 2.511 1.409
C -0.542 3.577 2.274
C -0.632 3.300 3.634
C -0.540 1.992 4.098
C -0.360 0.987 3.165
N -0.329 1.272 1.874
C -0.122 -0.490 3.428
O -0.136 -0.939 4.549
O 0.104 -1.132 2.315
H -0.577 4.583 1.880
H -0.759 4.112 4.339
H -0.575 1.746 5.150
Cl 1.776 -1.109 -1.557
C 3.425 -0.681 -1.127
C 4.400 -1.096 -2.014
C 5.723 -0.780 -1.752
C 6.022 -0.054 -0.610
C 5.016 0.340 0.253
Cl 5.488 1.250 1.662
C 3.656 0.045 0.046
S 2.415 0.534 1.147
H 4.116 -1.654 -2.896
H 6.508 -1.090 -2.429
H 7.043 0.215 -0.374
S -6.000 -5.087 0.258
N -4.424 -5.399 0.152
C -3.806 -4.230 0.217
C -2.363 -4.031 0.189
C -1.457 -5.092 0.112
C -0.112 -4.812 0.128
C 0.297 -3.481 0.199
N -0.560 -2.474 0.236
C -1.872 -2.734 0.264
C -2.805 -1.571 0.355
N -2.256 -0.350 0.396
C -3.056 0.705 0.399
C -4.447 0.600 0.395
C -5.018 -0.650 0.390
C -4.181 -1.768 0.363
C -4.689 -3.131 0.306
N -5.967 -3.477 0.306
H -1.831 -6.105 0.056
H 0.630 -5.596 0.092
H 1.344 -3.213 0.228
H -2.584 1.676 0.399
H -5.045 1.500 0.400
H -6.090 -0.794 0.396
O -1.115 -1.080 -2.191
C -1.221 -0.601 -3.319
C -1.210 0.888 -3.565
C -2.585 1.412 -4.006
C -2.870 1.242 -5.496
C -2.916 -0.206 -5.977
C -1.608 -0.963 -5.764
N -1.392 -1.405 -4.393
H -0.461 1.129 -4.327
H -0.885 1.347 -2.636
H -2.641 2.473 -3.755
H -3.364 0.915 -3.417
H -2.090 1.769 -6.058
H -3.812 1.736 -5.746
H -3.151 -0.220 -7.044
H -3.719 -0.749 -5.468
H -0.765 -0.345 -6.084
H -1.584 -1.859 -6.382
H -1.448 -2.388 -4.177
```

The expectation value of S² is 0.753. The value obtained for the LUMO energy (alpha / beta) is -1.0 / -1.0 eV. For the maximum force, the calculation gives 1.6 eV Å⁻¹. Its electronic energy is -121536.39671 eV. As for the multiplicity: 2.

Here are the Löwdin charges for atoms 1 to 8, given in e: 0.8686, 0.0954, -0.5755, -0.2036, -0.1917, 0.0335, -0.0204, 0.0361